Run a
Formula: C4H12O3
Source: the Open Molecules 2025 dataset
Level of theory: the ωB97M-V functional and the def2-TZVPD basis

Cartesian coordinates (Å):
O1 -1.98100 -1.70165 0.99736
O2 -1.03958 0.56902 1.67184
O3 -1.53064 -0.59031 -1.26295
C1 1.08003 -0.98747 0.43978
C2 1.52638 2.17940 -1.37147
C3 0.99446 1.13382 -0.71427
C4 1.74920 0.04186 -0.25891
H1 2.58099 2.22965 -1.60112
H2 -1.57575 0.96698 2.35753
H3 -0.05948 1.12877 -0.47771
H4 1.44381 -1.99346 0.21916
H5 0.02934 -0.92701 0.19545
H6 0.89174 2.98291 -1.72376
H7 -1.78393 -1.17068 -0.45639
H8 -1.43095 -0.33557 1.38287
H9 -2.73439 -1.87642 1.56343
H10 -2.12855 -0.84767 -1.97515
H11 1.16549 -0.81650 1.52485
H12 2.80285 0.01431 -0.51052

Properties
E_LUMO   -3.0 eV
2S+1   1

***

Run b
Formula: C4H12O3
Source: the Open Molecules 2025 dataset
Level of theory: the ωB97M-V functional and the def2-TZVPD basis

Cartesian coordinates (Å):
O1 -2.21466 -3.44345 2.10787
O2 -0.72941 0.20475 2.35837
O3 2.30654 6.23565 -0.21960
C1 -1.15738 -0.15566 1.29470
C2 0.72710 -1.25844 -1.85997
C3 -0.47308 -0.00076 -0.02738
C4 0.20602 -1.31549 -0.42960
H1 2.23358 6.87953 -0.92720
H2 -2.06834 -0.78908 1.25587
H3 -0.05952 -0.83408 -2.49172
H4 0.23322 0.83055 -0.00135
H5 3.07216 5.68425 -0.38716
H6 -2.67566 -2.60608 2.01793
H7 -0.47946 -2.15911 -0.31929
H8 1.02556 -2.23018 -2.24946
H9 1.56021 -0.56296 -1.95141
H10 -1.29544 -3.25086 2.31339
H11 0.99048 -1.50090 0.31296
H12 -1.20191 0.27232 -0.79694

Properties
SMILES string   CCCC=O.O.O
E_LUMO   0.8 eV
2S+1   1

***

Run c
Formula: C4H12O3
Source: the Open Molecules 2025 dataset
Level of theory: the ωB97M-V functional and the def2-TZVPD basis

Cartesian coordinates (Å):
O1 -2.28239 1.47941 1.11474
O2 2.88681 -0.66188 -1.70032
O3 -2.21188 -1.98581 1.81905
C1 2.25831 -0.97656 -0.72456
C2 -0.27402 -0.64089 -0.69381
C3 1.07179 -0.05657 -0.30779
C4 1.24133 1.39033 -0.75985
H1 -0.99711 0.13722 -0.99408
H2 1.11915 -0.15444 0.81562
H3 -0.63266 -1.39008 0.00956
H4 -0.23937 -1.09670 -1.70753
H5 -1.77619 -1.17203 1.57045
H6 0.52189 1.81761 -1.43945
H7 2.24145 1.49462 -1.23923
H8 2.35735 -1.93481 -0.19389
H9 -1.73352 -2.31860 2.60255
H10 1.17169 2.18405 0.01430
H11 -2.32716 2.26926 1.63829
H12 -2.39548 1.61587 0.17595

Properties
SMILES string   CC(C)C=O.O.O
E_LUMO   0.6 eV
2S+1   1

***

Run d
Formula: C4H12O3
Source: the Open Molecules 2025 dataset
Level of theory: the ωB97M-V functional and the def2-TZVPD basis

Cartesian coordinates (Å):
O1 -1.69041 1.47568 0.19887
O2 1.05825 -1.42646 3.07353
O3 1.08183 0.50965 -4.79374
C1 -0.43960 -0.62624 -0.14665
C2 0.26759 -0.42677 2.39207
C3 0.65076 -0.35728 0.84966
C4 -1.09734 0.57050 -0.79360
H1 1.40214 0.08120 -3.96417
H2 -0.82352 -0.52661 2.49388
H3 -1.52796 2.31792 -0.11112
H4 0.37412 0.57633 2.83400
H5 1.32822 -1.24002 0.69326
H6 -0.46478 1.11782 -1.49322
H7 -2.06142 0.09668 -1.40120
H8 0.86429 1.42866 -4.57257
H9 0.85146 -1.41800 4.00512
H10 -1.19985 -1.26960 0.35201
H11 0.01724 -1.14710 -1.03241
H12 1.35428 0.55044 0.55824

Properties
SMILES string   OCCCCO.O
E_LUMO   0.5 eV
2S+1   1

***

Which structure is most stable, and how do the rest compare? From most to least stable: run b, run c, run d, run a.

***

Run a
Formula: C4H12O3
Source: the Open Molecules 2025 dataset
Level of theory: the ωB97M-V functional and the def2-TZVPD basis

Cartesian coordinates (Å):
O1 1.05764 0.43499 -4.76755
O2 1.01294 -1.52789 3.01049
O3 -1.60415 1.43565 0.31340
C1 -1.09777 0.61025 -0.77644
C2 0.62494 -0.46280 0.84321
C3 -0.55678 -0.62206 -0.10333
C4 0.28705 -0.47553 2.36046
H1 0.71277 0.45420 2.77874
H2 -0.31921 -1.40527 -0.84729
H3 -0.31619 1.14957 -1.30757
H4 -2.00044 0.35056 -1.36663
H5 1.49955 0.01514 -4.01631
H6 -1.49339 2.34828 0.03953
H7 -0.77641 -0.59534 2.56331
H8 -1.41242 -1.10466 0.38982
H9 0.95848 1.33126 -4.45053
H10 1.39791 -1.23026 0.77400
H11 0.97472 0.56915 0.61654
H12 1.05076 -1.27523 3.94616

Properties
SMILES string   OCCCCO.O
E_LUMO   0.5 eV
2S+1   1

***

Run b
Formula: C4H12O3
Source: the Open Molecules 2025 dataset
Level of theory: the ωB97M-V functional and the def2-TZVPD basis

Cartesian coordinates (Å):
O1 0.61505 -0.44234 -2.84989
O2 -2.67947 0.53128 0.74129
O3 0.52134 -2.60531 2.06559
C1 0.94868 0.61049 0.16185
C2 2.04795 1.55379 -0.24991
C3 -1.41212 -0.06565 0.48123
C4 -0.33328 0.95457 0.24926
H1 -1.51392 -0.70844 -0.40853
H2 2.94386 1.24639 0.29428
H3 1.02052 -1.88043 2.45622
H4 0.32056 -0.97141 -3.59894
H5 -2.96199 1.03448 -0.01883
H6 1.15725 0.23013 -3.28050
H7 -0.61693 1.99943 0.21010
H8 0.35318 -2.31196 1.16472
H9 1.90902 2.61377 -0.07266
H10 1.24484 -0.41051 0.37038
H11 -1.25921 -0.79253 1.24099
H12 2.30662 1.28516 -1.27700

Properties
SMILES string   C/C=C/CO.O.O
E_LUMO   0.5 eV
2S+1   1

***

Which structure is most stable, and how do the rest compare? From most to least stable: run a, run b.

***

Run a
Formula: C4H5N3
Source: the Open Molecules 2025 dataset
Level of theory: the ωB97M-V functional and the def2-TZVPD basis

Cartesian coordinates (Å):
N1 2.35638 -0.52333 0.14828
N2 0.12254 -0.93870 -0.11782
N3 0.86955 1.25029 -0.19351
C1 -0.41709 1.16216 0.10758
C2 1.19960 -0.14631 -0.08011
C3 -0.99484 -0.19835 0.00016
C4 -2.50753 -0.43227 -0.00086
H1 -0.95235 2.09444 0.47851
H2 2.29387 -1.59399 0.25986
H3 -2.92867 -0.01467 -0.96743
H4 -2.80786 -1.51681 0.12000
H5 -2.72516 0.20183 1.08980

Properties
SMILES string   [H]/N=C1/N=CC(C)=N1
E_LUMO   -1.1 eV
2S+1   1

***

Run b
Formula: C4H5N3
Source: the Open Molecules 2025 dataset
Level of theory: the ωB97M-V functional and the def2-TZVPD basis

Cartesian coordinates (Å):
N1 1.78693 -1.26678 1.51890
N2 -1.49182 -0.22415 0.39932
N3 0.06299 1.26589 -0.32802
C1 -1.01867 0.95242 0.51347
C2 -0.60452 -0.92794 -0.53247
C3 0.64410 -0.01213 -0.56549
C4 1.43719 -0.44058 0.78525
H1 -0.26033 -1.85972 -0.09883
H2 1.28583 -0.05529 -1.45594
H3 -1.11819 -1.15189 -1.48266
H4 0.72990 1.97846 -0.07117
H5 -1.37417 1.68558 1.23039

Properties
SMILES string   N#C[C@H]1CN=CN1
E_LUMO   0.4 eV
2S+1   1

***

Run c
Formula: C4H5N3
Source: the Open Molecules 2025 dataset
Level of theory: the ωB97M-V functional and the def2-TZVPD basis

Cartesian coordinates (Å):
N1 -0.86564 -1.03486 -1.32746
N2 1.21262 -0.40722 -0.19015
N3 -1.60291 0.05485 -0.80046
C1 0.87544 1.00643 1.66952
C2 0.39254 0.53875 0.51120
C3 0.49077 -1.16127 -1.01726
C4 -1.00942 0.61642 0.06646
H1 -1.60811 1.54417 0.43757
H2 0.46203 1.69432 2.35849
H3 1.93995 0.60951 1.69001
H4 -1.36810 -1.46655 -2.00762
H5 1.08082 -1.99456 -1.39030

Properties
SMILES string   C=C1C=NNC=N1
E_LUMO   1.0 eV
2S+1   1

***

Which structure is most stable, and how do the rest compare? From most to least stable: run b, run a, run c.

***

Run a
Formula: C4H5N3
Source: the Open Molecules 2025 dataset
Level of theory: the ωB97M-V functional and the def2-TZVPD basis

Cartesian coordinates (Å):
N1 2.37914 -1.38444 -0.38287
N2 -0.55523 0.44305 0.11116
N3 -1.72903 -1.45661 -2.45428
C1 -0.97608 -1.18954 -1.60369
C2 -0.10058 -0.82375 -0.57394
C3 0.31291 1.03538 1.16524
C4 1.24484 -1.14347 -0.49513
H1 -0.04297 2.03788 1.41950
H2 -0.85420 1.16543 -0.56517
H3 0.24964 0.39151 2.03975
H4 -1.27736 -0.15626 0.51685
H5 1.34893 1.08083 0.82259

Properties
E_LUMO   -0.1 eV
2S+1   1

***

Run b
Formula: C4H5N3
Source: the Open Molecules 2025 dataset
Level of theory: the ωB97M-V functional and the def2-TZVPD basis

Cartesian coordinates (Å):
N1 -1.52698 0.93673 -1.07298
N2 0.66835 0.22631 -1.15137
N3 1.65192 -0.97131 0.65992
C1 0.56231 -0.69343 1.39063
C2 -0.46367 0.11242 0.94682
C3 -0.43314 0.43026 -0.42196
C4 1.66854 -0.40482 -0.54079
H1 0.50073 -1.16463 2.36966
H2 -1.27246 0.42639 1.59820
H3 -2.41874 0.83132 -0.61372
H4 -1.53803 0.74685 -2.06545
H5 2.60115 -0.47608 -1.09896

Properties
SMILES string   Nc1ccncn1
E_LUMO   0.9 eV
2S+1   1

***

Which structure is most stable, and how do the rest compare? From most to least stable: run b, run a.

***

Run a
Formula: C4H5N3
Source: the Open Molecules 2025 dataset
Level of theory: the ωB97M-V functional and the def2-TZVPD basis

Cartesian coordinates (Å):
N1 -0.76654 1.12790 1.69253
N2 -1.41785 0.27371 -0.73168
N3 -0.69874 -0.16282 2.10213
C1 0.39105 1.28711 1.00938
C2 -1.23217 0.20834 -1.92282
C3 0.52695 -0.68603 1.65510
C4 1.27501 0.17053 0.92745
H1 0.80723 -1.61339 1.92092
H2 0.39521 2.13744 0.28589
H3 -1.53604 -0.69283 1.87100
H4 2.09086 0.19202 0.21295
H5 -1.41651 0.65200 -2.84376

Properties
SMILES string   c1cn[nH]c1.C#N
E_LUMO   0.7 eV
2S+1   1

***

Run b
Formula: C4H5N3
Source: the Open Molecules 2025 dataset
Level of theory: the ωB97M-V functional and the def2-TZVPD basis

Cartesian coordinates (Å):
N1 0.03104 0.89531 -0.75160
N2 0.56869 -1.48015 0.74979
N3 -3.25608 1.38127 -1.76538
C1 -2.33347 1.08282 -1.13519
C2 -1.16200 0.72274 -0.36030
C3 -0.42905 -2.09684 0.75400
C4 1.73920 -0.67309 0.87388
H1 0.08603 1.30518 -1.68279
H2 2.32912 -1.07048 1.69711
H3 1.46310 0.36419 1.06928
H4 -1.35302 0.25221 0.60521
H5 2.31644 -0.68316 -0.05402

Properties
E_LUMO   -0.3 eV
2S+1   1

***

Which structure is most stable, and how do the rest compare? From most to least stable: run b, run a.

***

Run a
Formula: C4H8N
Source: the Open Molecules 2025 dataset
Level of theory: the ωB97M-V functional and the def2-TZVPD basis

Cartesian coordinates (Å):
N1 -0.98650 0.00677 0.15921
C1 -1.40950 0.63127 1.18546
C2 0.34692 -0.20910 -0.36362
C3 1.52456 -0.01227 0.52920
C4 0.42595 -0.51791 -1.65772
H1 1.39602 -0.73742 -2.06419
H2 -0.53573 -0.45671 -2.15284
H3 -1.70412 -0.28190 -0.51060
H4 -2.23586 1.33907 1.26733
H5 1.50852 0.97334 1.02853
H6 2.41806 -0.03949 -0.08467
H7 -0.73846 0.66737 2.06133
H8 1.65461 -0.68209 1.38163

Properties
Total charge   +1
SMILES string   C=[NH+]C(=C)C
E_LUMO   -6.0 eV
2S+1   1

***

Run b
Formula: C4H8N
Source: the Open Molecules 2025 dataset
Level of theory: the ωB97M-V functional and the def2-TZVPD basis

Cartesian coordinates (Å):
N1 -1.33254 0.27164 0.00030
C1 0.93356 -0.34313 0.65573
C2 2.36207 -0.56357 0.43313
C3 0.03783 0.06811 -0.24131
C4 -2.16276 0.59249 -0.91341
H1 -1.77326 0.64659 -1.92636
H2 2.87283 -0.06778 -0.38542
H3 2.95162 -0.35773 1.33336
H4 0.45114 0.24848 -1.23473
H5 -1.54609 0.37867 0.99226
H6 -3.16555 0.92854 -0.70611
H7 2.47306 -1.66799 0.36715
H8 0.59412 -0.54876 1.67577

Properties
Total charge   +1
SMILES string   C=[NH+]/C=C/C
E_LUMO   -5.4 eV
2S+1   1

***

Run c
Formula: C4H8N
Source: the Open Molecules 2025 dataset
Level of theory: the ωB97M-V functional and the def2-TZVPD basis

Cartesian coordinates (Å):
N1 -1.05435 0.94962 0.29726
C1 1.83106 -0.24439 -1.17550
C2 -2.14787 0.18771 0.75525
C3 0.15998 1.01383 0.21347
C4 1.17999 -0.33376 0.02122
H1 -1.80065 -0.90964 0.89208
H2 -2.93115 0.06667 -0.14011
H3 -2.47406 0.68251 1.77534
H4 1.79526 0.12341 0.99548
H5 0.66473 1.81888 -0.11701
H6 1.78319 -0.94913 -2.00314
H7 0.74846 -1.30098 0.13888
H8 2.41395 0.64092 -1.37667

Properties
Total charge   +1
E_LUMO (spin up / spin down)   -6.6 / -6.6 eV
2S+1   1

***

Which structure is most stable, and how do the rest compare? From most to least stable: run b, run a, run c.

***

Run a
Formula: C4H8N
Source: the Open Molecules 2025 dataset
Level of theory: the ωB97M-V functional and the def2-TZVPD basis

Cartesian coordinates (Å):
N1 0.47997 0.44160 0.77935
C1 -0.09469 -0.71212 -1.20743
C2 1.87777 0.33133 0.58686
C3 -1.88733 0.20539 0.28937
C4 -0.43323 -0.01380 -0.05671
H1 0.91836 -0.93573 -1.49997
H2 -0.87344 -1.06879 -1.86311
H3 2.31558 1.31384 0.79741
H4 2.21831 -0.30252 1.41098
H5 -2.45909 0.45429 -0.59914
H6 -1.96907 1.02088 1.00354
H7 -2.31195 -0.69801 0.73467
H8 2.21883 -0.03637 -0.37582

Properties
Total charge   +1
E_LUMO   -8.4 eV
2S+1   1

***

Run b
Formula: C4H8N
Source: the Open Molecules 2025 dataset
Level of theory: the ωB97M-V functional and the def2-TZVPD basis

Cartesian coordinates (Å):
N1 0.14716 0.40144 -0.01876
C1 0.12286 -0.95022 -0.04479
C2 -0.45759 1.58058 -0.46642
C3 0.05334 -0.29834 1.28744
C4 -0.09006 -1.95774 -0.94016
H1 -0.45142 1.39512 -1.62735
H2 2.56040 1.46468 0.63536
H3 -0.03309 2.54082 -0.04385
H4 -0.13942 -1.94235 -1.96691
H5 0.86062 -0.34013 1.88930
H6 -0.92948 -0.45994 1.85234
H7 -0.14285 -2.92269 -0.63473
H8 -1.50048 1.48876 0.07852

Properties
Total charge   +1
E_LUMO (spin up / spin down)   -3.8 / -7.6 eV
2S+1   1

***

Which structure is most stable, and how do the rest compare? From most to least stable: run a, run b.